(1)
The ion C12H12N3 with charge +1. Source: OMol25; level of theory: ωB97M-V/def2-TZVPD.

Atoms and positions in Å:
1 C 0.012 2.998 0.030
2 C -3.458 -0.394 0.328
3 C -1.300 2.648 0.079
4 C -3.117 0.886 0.229
5 C 0.958 1.971 0.037
6 C -2.489 -1.390 0.254
7 C -1.816 1.379 0.209
8 C -0.779 0.314 0.295
9 C 0.650 0.666 0.243
10 C -1.187 -1.072 0.239
11 C 0.027 -2.837 -0.789
12 C 2.718 -0.388 -0.387
13 N 1.566 -0.835 1.664
14 N 1.675 -0.287 0.524
15 N -0.176 -2.075 0.205
16 H 0.356 4.055 0.003
17 H -4.505 -0.700 0.463
18 H -2.020 3.458 -0.116
19 H -3.898 1.654 0.393
20 H 2.027 2.217 -0.106
21 H -2.759 -2.478 0.205
22 H 0.960 -3.548 -0.735
23 H -0.494 -2.684 -1.746
24 H 3.611 0.367 -0.186
25 H 3.145 -1.297 -0.188
26 H 2.402 -0.300 -1.473
27 H 2.201 -1.585 1.927

Net charge ... +1
Gap between HOMO and LUMO ... 6.385 eV
Energy ... -628.36425 Ha

Electronic structure analysis, natural (NBO) charges in units of e: -0.216 -0.179 -0.149 -0.210 -0.154 -0.197 0.036 -0.037 0.060 0.107 -0.014 -0.471 -0.120 0.035 -0.444 0.253 0.243 0.234 0.231 0.222 0.239 0.193 0.179 0.278 0.236 0.270 0.374

=====

(2)
A cluster of 2 separate species, C5H14N2O in total. Source: OMol25; level of theory: ωB97M-V/def2-TZVPD.

Atoms and positions in Å:
1 C 1.419 2.212 -0.418
2 N 0.559 -0.950 -2.004
3 C 1.133 0.195 -1.787
4 N 0.708 1.031 -0.883
5 H 0.784 3.085 -0.525
6 H 2.328 2.350 -0.997
7 H 1.668 2.085 0.617
8 H -0.270 -1.205 -1.459
9 H 0.839 -1.541 -2.759
10 H 2.003 0.456 -2.369
11 H -0.091 0.712 -0.321
12 C -1.151 -1.203 0.482
13 O -2.306 -1.440 1.017
14 C -0.080 -0.716 1.460
15 C -0.528 0.575 2.136
16 H -1.231 -0.375 -0.337
17 H -0.674 -2.094 -0.056
18 H 0.905 -0.612 0.977
19 H 0.005 -1.518 2.192
20 H 0.107 0.883 2.952
21 H -1.550 0.423 2.487
22 H -0.605 1.397 1.417

Net charge ... 0
Gap between HOMO and LUMO ... 6.304 eV
Energy ... -383.53799 Ha

Electronic structure analysis, natural (NBO) charges in units of e: -0.408 -0.733 0.387 -0.550 0.220 0.206 0.228 0.449 0.416 0.201 0.451 0.049 -0.858 -0.464 -0.619 -0.010 0.051 0.148 0.225 0.200 0.256 0.155

=====

(3)
A cluster of 2 separate species, H3NO2Si in total. Source: OMol25; level of theory: ωB97M-V/def2-TZVPD.

Atoms and positions in Å:
1 N 0.009 0.000 1.395
2 O 0.030 -1.129 1.826
3 O -1.008 -0.344 -1.704
4 Si 0.282 0.183 -1.170
5 H 1.503 -0.574 -0.764
6 H 0.252 1.545 -0.900
7 H -1.068 0.320 1.316

Net charge ... 0
Gap between HOMO and LUMO (alpha / beta) ... 8.816 / 8.814 eV
Energy ... -496.38980 Ha

Electronic structure analysis, natural (NBO) charges in units of e: -0.053 -0.193 -1.149 1.574 -0.213 -0.245 0.279

=====

(4)
An isolated molecule of C9H12BrN5O2. Source: OMol25; level of theory: ωB97M-V/def2-TZVPD.

Atoms and positions in Å:
1 C -2.099 -1.344 2.334
2 C -2.063 0.157 2.269
3 O -2.993 0.864 2.493
4 N -0.766 0.791 1.945
5 C 0.330 0.534 2.896
6 C 0.590 1.654 3.858
7 O 0.905 -0.510 2.884
8 C -0.403 0.729 0.625
9 N 0.817 1.182 0.314
10 N 1.155 1.159 -0.939
11 C 0.268 0.708 -1.833
12 C 0.689 0.682 -3.268
13 C 0.890 -0.717 -3.851
14 C 1.642 -1.659 -2.917
15 Br -0.805 -1.517 -4.405
16 N -0.949 0.273 -1.510
17 N -1.294 0.271 -0.254
18 H -2.471 -1.641 3.316
19 H -2.819 -1.675 1.585
20 H -1.133 -1.803 2.144
21 H 0.045 1.446 4.783
22 H 0.259 2.609 3.460
23 H 1.653 1.673 4.092
24 H -0.031 1.239 -3.869
25 H 1.650 1.198 -3.322
26 H 1.423 -0.615 -4.792
27 H 0.960 -2.192 -2.256
28 H 2.203 -2.398 -3.486
29 H 2.347 -1.097 -2.299

Net charge ... 0
Gap between HOMO and LUMO ... 8.586 eV
Energy ... -3348.36379 Ha

Electronic structure analysis, natural (NBO) charges in units of e: -0.744 0.741 -0.479 -0.583 0.746 -0.723 -0.503 0.485 -0.218 -0.167 0.287 -0.470 -0.206 -0.647 -0.017 -0.152 -0.230 0.248 0.264 0.242 0.250 0.244 0.249 0.245 0.241 0.223 0.226 0.227 0.221

=====

(5)
A cluster of 2 separate species, C2H5O3 in total. Source: OMol25; level of theory: ωB97M-V/def2-TZVPD.

Atoms and positions in Å:
1 O 0.609 -0.279 -1.280
2 C -0.618 -0.242 -1.019
3 O -1.564 -0.826 -1.564
4 C -1.081 0.377 0.311
5 H -1.693 1.272 0.207
6 H -1.654 -0.393 0.770
7 H 0.016 0.632 1.010
8 H 1.554 0.326 0.909
9 H 2.057 -0.703 -0.088
10 O 2.374 -0.165 0.744

Net charge ... -1
Gap between HOMO and LUMO ... 8.707 eV
Energy ... -304.96365 Ha

Electronic structure analysis, natural (NBO) charges in units of e: -0.812 0.754 -0.768 -0.669 0.199 0.209 0.108 0.461 0.513 -0.995

=====

(6)
A cluster of 5 separate species, C27H23N4O16 in total. Source: OMol25; level of theory: ωB97M-V/def2-TZVPD.

Atoms and positions in Å:
1 C -3.821 -0.703 4.829
2 C -2.992 -1.880 4.132
3 N -1.718 -2.170 4.701
4 C -1.286 -3.247 3.846
5 N -0.079 -3.771 4.081
6 N -2.267 -3.542 2.873
7 N -3.331 -2.697 3.017
8 H -4.609 -0.394 4.067
9 H -3.098 0.174 5.032
10 H -4.340 -1.066 5.777
11 H 0.257 -4.562 3.522
12 H 0.507 -3.307 4.781
13 H -2.169 -4.283 2.173
14 H -4.185 -2.637 2.453
15 C -0.389 3.780 4.041
16 C -0.715 2.583 4.531
17 C -1.338 2.436 5.878
18 O -1.639 1.323 6.280
19 C -1.559 3.647 6.670
20 C -1.229 4.847 6.182
21 C -0.632 4.996 4.824
22 O -0.361 6.106 4.405
23 O -1.425 5.977 6.903
24 O -0.495 1.442 3.821
25 H 0.062 3.899 3.064
26 H -1.995 3.524 7.652
27 H -1.109 6.706 6.334
28 H -0.816 0.717 4.390
29 C 2.295 -2.077 -0.533
30 C 1.555 -2.542 0.472
31 C 0.696 -3.751 0.313
32 O 0.044 -4.156 1.269
33 C 0.665 -4.406 -0.994
34 C 1.404 -3.939 -2.005
35 C 2.284 -2.745 -1.837
36 O 2.956 -2.358 -2.772
37 O 1.384 -4.530 -3.222
38 O 1.552 -1.932 1.689
39 H 2.923 -1.203 -0.430
40 H 0.024 -5.271 -1.100
41 H 2.000 -4.011 -3.779
42 H 0.942 -2.455 2.240
43 C 1.047 3.604 -2.159
44 C 1.290 3.997 -0.906
45 C 1.077 3.081 0.251
46 O 1.326 3.468 1.380
47 C 0.564 1.734 -0.023
48 C 0.319 1.344 -1.275
49 C 0.557 2.251 -2.434
50 O 0.337 1.849 -3.561
51 O -0.159 0.101 -1.550
52 O 1.741 5.247 -0.634
53 H 1.200 4.258 -3.007
54 H 0.397 1.085 0.827
55 H -0.249 0.068 -2.523
56 H 1.839 5.283 0.337
57 C 1.282 -1.927 -8.177
58 C 0.741 -0.893 -8.827
59 C 0.488 0.409 -8.143
60 O 0.011 1.335 -8.773
61 C 0.827 0.515 -6.721
62 C 1.364 -0.520 -6.072
63 C 1.641 -1.812 -6.762
64 O 2.150 -2.730 -6.138
65 O 1.682 -0.441 -4.755
66 O 0.399 -0.984 -10.136
67 H 1.472 -2.876 -8.661
68 H 0.623 1.458 -6.231
69 H 2.054 -1.316 -4.526
70 H 0.033 -0.109 -10.370

Net charge ... +1
Gap between HOMO and LUMO ... 6.816 eV
Energy ... -2465.26391 Ha

Electronic structure analysis, natural (NBO) charges in units of e: -0.674 0.458 -0.472 0.579 -0.775 -0.380 -0.378 0.231 0.290 0.276 0.447 0.452 0.467 0.467 -0.374 0.344 0.467 -0.569 -0.368 0.309 0.471 -0.503 -0.620 -0.665 0.266 0.249 0.508 0.492 -0.359 0.346 0.492 -0.647 -0.382 0.328 0.477 -0.508 -0.608 -0.648 0.256 0.248 0.520 0.487 -0.358 0.299 0.484 -0.545 -0.401 0.373 0.453 -0.517 -0.671 -0.624 0.254 0.243 0.510 0.505 -0.374 0.312 0.469 -0.512 -0.382 0.357 0.466 -0.558 -0.667 -0.627 0.249 0.256 0.503 0.506

=====

(7)
An isolated molecule of C19H22N2O3. Source: OMol25; level of theory: ωB97M-V/def2-TZVPD.

Atoms and positions in Å:
1 C -4.065 -5.590 -0.651
2 H -3.164 -6.195 -0.792
3 O -4.014 -4.859 0.551
4 C -3.000 -3.973 0.730
5 C -2.011 -3.699 -0.207
6 C -1.025 -2.759 0.077
7 C -0.996 -2.117 1.308
8 C -1.979 -2.400 2.243
9 C -2.977 -3.308 1.958
10 H -3.751 -3.532 2.675
11 H -1.964 -1.906 3.203
12 H -0.210 -1.416 1.541
13 C 0.046 -2.549 -0.935
14 O 0.586 -3.471 -1.513
15 N 0.464 -1.266 -1.156
16 C -0.129 -0.048 -0.810
17 C 0.696 1.054 -0.602
18 C 0.152 2.291 -0.280
19 C -1.228 2.429 -0.183
20 C -2.049 1.337 -0.398
21 C -1.510 0.103 -0.717
22 H -2.157 -0.737 -0.911
23 H -3.120 1.446 -0.334
24 H -1.637 3.399 0.048
25 C 0.999 3.507 -0.077
26 O 0.637 4.614 -0.424
27 N 2.178 3.277 0.546
28 H 2.412 2.344 0.840
29 C 3.146 4.321 0.784
30 H 2.629 5.265 0.593
31 C 4.374 4.212 -0.131
32 C 5.249 5.450 0.043
33 H 6.115 5.398 -0.613
34 H 4.690 6.351 -0.197
35 H 5.601 5.525 1.070
36 C 5.175 2.947 0.168
37 H 4.585 2.052 -0.017
38 H 6.058 2.901 -0.466
39 H 5.501 2.939 1.206
40 H 4.019 4.172 -1.166
41 H 3.461 4.292 1.833
42 H 1.764 0.937 -0.727
43 H 1.311 -1.205 -1.711
44 H -1.977 -4.197 -1.163
45 H -4.930 -6.245 -0.560
46 H -4.199 -4.932 -1.516

Net charge ... 0
Gap between HOMO and LUMO ... 9.108 eV
Energy ... -1072.48364 Ha

Electronic structure analysis, natural (NBO) charges in units of e: -0.255 0.181 -0.508 0.385 -0.296 -0.127 -0.219 -0.190 -0.267 0.225 0.219 0.221 0.668 -0.589 -0.616 0.141 -0.198 -0.125 -0.183 -0.193 -0.220 0.227 0.219 0.235 0.656 -0.617 -0.609 0.395 -0.225 0.238 -0.220 -0.604 0.211 0.213 0.201 -0.609 0.197 0.215 0.201 0.202 0.189 0.203 0.411 0.236 0.202 0.177

=====

(8)
A cluster of 2 separate species, C4H5FN2O in total. Source: OMol25; level of theory: ωB97M-V/def2-TZVPD.

Atoms and positions in Å:
1 C 0.100 -0.122 0.297
2 C 1.212 0.620 -0.614
3 C -0.919 0.792 0.450
4 C -0.526 -1.123 -0.508
5 H -0.008 -0.478 2.344
6 H 0.556 0.686 -1.644
7 H 1.587 1.580 -0.047
8 H -1.033 1.842 0.939
9 H -0.413 -2.406 -0.626
10 N -1.930 0.590 -0.376
11 N -1.741 -0.970 -0.749
12 O 0.805 -0.791 1.293
13 F 2.311 -0.220 -0.759

Net charge ... 0
Gap between HOMO and LUMO ... 9.553 eV
Energy ... -439.79011 Ha

Electronic structure analysis, natural (NBO) charges in units of e: -0.010 0.063 -0.027 0.053 0.459 0.194 0.196 0.244 0.252 -0.215 -0.244 -0.616 -0.350

=====

Q: Which value of energy does entry 2 give?
A: -383.53799 Ha